(1)
{
  "formula": "C2H2FN3",
  "method": "wB97M-V/def2-TZVPD",
  "smiles": "Fn1cncn1",
  "homo_energy_ha": -0.358,
  "multiplicity": 1,
  "molar_mass_g_mol": 87.06,
  "homo_lumo_gap_ha": 0.396,
  "de_lowest_kcal_mol": 64.92,
  "charge": 0,
  "energy_ev": -9290.6011,
  "symbols": ["F", "N", "C", "N", "C", "N", "H", "H"],
  "coordinates": [[1.304483, -1.859655, -1.885148], [0.580626, -1.113748, -1.024747], [0.820104, 0.368983, -0.507590], [-0.109629, 0.530894, 0.337856], [-0.851169, -0.608337, 0.401109], [-0.449118, -1.572572, -0.383326], [1.621314, 0.959009, -0.873313], [-1.689489, -0.685153, 1.059277]],
  "forces_ev_per_a": [[-0.40, -0.08, 0.26], [0.56, 4.86, 1.79], [-0.52, -4.57, -1.60], [-0.12, 0.68, 0.31], [0.25, 0.18, -0.08], [0.08, -1.16, -0.53], [0.39, 0.30, -0.21], [-0.23, -0.22, 0.06]],
  "nbo_charge": [-0.1618, 0.1565, 0.1445, -0.4340, 0.0918, -0.2285, 0.2243, 0.2072]
}


(2)
{
  "formula": "C24H29FN2O3",
  "method": "wB97M-V/def2-TZVPD",
  "smiles": "CC(C)Oc1ccc(CCNC(=O)[C@@H]2CCC(=O)N(Cc3cccc(F)c3)C2)cc1",
  "homo_energy_ha": -0.312,
  "multiplicity": 1,
  "molar_mass_g_mol": 412.50,
  "homo_lumo_gap_ha": 0.333,
  "de_lowest_kcal_mol": 2.92,
  "charge": 0,
  "energy_ev": -37200.5767,
  "symbols": ["C", "C", "C", "O", "C", "C", "C", "C", "C", "C", "N", "C", "O", "C", "C", "C", "C", "O", "N", "C", "C", "C", "C", "C", "C", "F", "C", "C", "C", "C", "H", "H", "H", "H", "H", "H", "H", "H", "H", "H", "H", "H", "H", "H", "H", "H", "H", "H", "H", "H", "H", "H", "H", "H", "H", "H", "H", "H", "H"],
  "coordinates": [[3.159862, 4.464291, -3.263175], [3.389479, 3.243612, -2.377533], [2.999413, 1.956376, -3.104786], [2.586651, 3.438626, -1.220931], [2.833960, 2.749135, -0.078841], [3.866492, 1.840209, 0.122835], [4.001505, 1.209066, 1.349898], [3.134120, 1.464711, 2.398941], [3.265966, 0.735342, 3.708265], [2.044776, -0.160048, 3.964054], [1.723027, -0.953427, 2.798810], [0.583666, -0.764373, 2.099021], [-0.324871, -0.062304, 2.487224], [0.539802, -1.506452, 0.765494], [1.015908, -0.560510, -0.338087], [1.015754, -1.313826, -1.657995], [-0.281168, -2.044061, -1.960336], [-0.554416, -2.375614, -3.100802], [-1.077251, -2.354892, -0.914132], [-2.339686, -3.025166, -1.172346], [-3.511667, -2.101303, -0.972627], [-3.588033, -0.919159, -1.701324], [-4.646094, -0.047328, -1.521613], [-5.651010, -0.341726, -0.615125], [-5.564362, -1.521295, 0.099062], [-6.537650, -1.826337, 0.984173], [-4.510734, -2.402641, -0.059203], [-0.893744, -1.916606, 0.453061], [2.107626, 2.382158, 2.193250], [1.957115, 3.010624, 0.978345], [3.432267, 5.369498, -2.727183], [2.109853, 4.526891, -3.535516], [3.760010, 4.390050, -4.165386], [4.450417, 3.206234, -2.089390], [3.135075, 1.090317, -2.461532], [1.953555, 2.007405, -3.398073], [3.610373, 1.832265, -3.994680], [4.574159, 1.609849, -0.658438], [4.811167, 0.503751, 1.483149], [3.351107, 1.445973, 4.532740], [4.170656, 0.122937, 3.695038], [2.233669, -0.818316, 4.818514], [1.158426, 0.442600, 4.169939], [2.475859, -1.482535, 2.387485], [1.189223, -2.387009, 0.798917], [2.015934, -0.181236, -0.115938], [0.340563, 0.295801, -0.384677], [1.209797, -0.643775, -2.496992], [1.806839, -2.070350, -1.661723], [-2.302078, -3.360802, -2.213470], [-2.423076, -3.896301, -0.514661], [-2.811607, -0.692618, -2.416339], [-4.694022, 0.867676, -2.091985], [-6.486758, 0.321496, -0.459592], [-4.483962, -3.310382, 0.523836], [-1.549368, -1.061302, 0.665817], [-1.198224, -2.736434, 1.113934], [1.415996, 2.600990, 2.992114], [1.160948, 3.719116, 0.814473]],
  "forces_ev_per_a": [[0.09, -0.24, 0.39], [0.18, -0.08, -0.51], [0.10, 0.25, 0.36], [-0.13, 0.12, 0.07], [-0.02, -0.11, 0.28], [0.03, 0.18, -0.39], [-0.11, 0.07, 0.19], [0.25, -0.08, 0.08], [-0.24, -0.04, -0.05], [0.07, 0.08, 0.16], [0.41, -0.15, 0.31], [0.07, -0.61, -0.37], [-0.32, 0.32, 0.06], [-0.35, 0.36, -0.04], [0.17, -0.21, -0.02], [-0.05, 0.13, 0.00], [0.46, 0.05, -0.13], [0.00, 0.05, -0.38], [-0.23, -0.25, 0.19], [0.02, -0.13, -0.30], [-0.14, 0.05, 0.07], [0.06, -0.02, -0.03], [0.07, -0.06, 0.00], [-0.14, -0.16, 0.20], [0.03, 0.10, -0.11], [0.07, 0.03, -0.05], [-0.10, 0.06, -0.02], [0.12, 0.23, 0.44], [0.11, -0.03, -0.11], [0.04, 0.04, -0.21], [0.03, 0.10, 0.01], [-0.12, 0.01, -0.07], [0.05, 0.00, -0.11], [-0.16, 0.01, 0.02], [0.01, -0.13, 0.01], [-0.11, 0.01, -0.05], [0.06, -0.05, -0.10], [0.02, 0.01, -0.11], [0.07, -0.06, 0.04], [0.09, -0.05, 0.07], [0.04, 0.05, 0.04], [-0.09, 0.12, -0.01], [0.11, -0.09, 0.06], [-0.17, -0.01, -0.12], [0.01, 0.01, 0.01], [-0.05, 0.06, -0.01], [-0.02, 0.07, 0.04], [-0.04, -0.11, -0.01], [-0.01, 0.00, -0.04], [-0.04, -0.03, 0.23], [-0.01, 0.05, -0.04], [0.10, 0.04, -0.10], [-0.01, 0.08, -0.05], [-0.10, 0.05, 0.04], [0.00, -0.10, 0.09], [0.09, -0.16, 0.04], [-0.02, 0.07, -0.04], [-0.13, 0.03, 0.10], [-0.11, 0.10, -0.02]],
  "nbo_charge": [-0.6129, 0.1025, -0.6358, -0.5004, 0.2933, -0.2739, -0.2111, -0.0515, -0.4259, -0.2227, -0.6136, 0.6988, -0.6309, -0.3055, -0.4045, -0.4844, 0.6843, -0.6424, -0.4335, -0.2365, -0.0130, -0.2249, -0.1802, -0.2915, 0.4108, -0.3262, -0.2891, -0.2088, -0.1918, -0.2343, 0.2189, 0.2129, 0.2111, 0.1696, 0.2117, 0.2154, 0.2162, 0.2107, 0.2052, 0.2226, 0.2013, 0.1971, 0.2352, 0.3909, 0.2024, 0.2276, 0.2198, 0.2388, 0.2227, 0.2617, 0.1952, 0.2245, 0.2172, 0.2294, 0.2252, 0.2267, 0.2006, 0.2192, 0.2258]
}


(3)
{
  "formula": "C6H10O",
  "method": "wB97M-V/def2-TZVPD",
  "smiles": "C=CCCCC=O",
  "homo_energy_ha": -0.352,
  "multiplicity": 1,
  "molar_mass_g_mol": 98.14,
  "homo_lumo_gap_ha": 0.384,
  "de_lowest_kcal_mol": 30.31,
  "charge": 0,
  "energy_ev": -8429.9260,
  "symbols": ["C", "C", "C", "C", "C", "C", "O", "H", "H", "H", "H", "H", "H", "H", "H", "H", "H"],
  "coordinates": [[-0.112682, -2.245615, -2.207598], [-0.100943, -1.020587, -1.662173], [0.284283, -0.608522, -0.221379], [-0.114189, 0.935009, -0.131632], [-0.427853, 1.437589, 1.293611], [0.595216, 1.205946, 2.332422], [1.427915, 0.321353, 2.332192], [0.203814, -2.997788, -1.516047], [-0.298692, -2.464117, -3.254683], [-0.446776, -0.141486, -2.258200], [-0.296898, -1.177142, 0.515493], [1.342307, -0.797533, -0.170695], [-1.093597, 0.969510, -0.649236], [0.554839, 1.532788, -0.737411], [-0.632488, 2.517770, 1.293272], [-1.312093, 0.919177, 1.696163], [0.427836, 1.613649, 3.345901]],
  "forces_ev_per_a": [[0.49, 1.45, 0.93], [-0.79, 0.39, -0.67], [-1.23, 1.00, -1.69], [-1.06, -1.83, 0.55], [0.57, 0.75, -0.97], [0.46, -2.20, 1.75], [0.12, 0.65, -0.84], [0.09, -0.96, -0.12], [-0.17, 0.06, 0.30], [0.44, -0.83, 0.13], [0.41, 0.02, -0.08], [0.35, 0.10, 0.74], [0.45, 0.19, 0.14], [0.35, 0.28, 0.30], [-0.29, -0.23, -0.07], [0.03, 0.20, -0.15], [-0.23, 0.97, -0.25]],
  "nbo_charge": [-0.4163, -0.1585, -0.4446, -0.3874, -0.5140, 0.4260, -0.5253, 0.1888, 0.2094, 0.1766, 0.2134, 0.2335, 0.2032, 0.2153, 0.2277, 0.2402, 0.1119]
}


(4)
{
  "formula": "C7H17N4OS",
  "method": "wB97M-V/def2-TZVPD",
  "homo_energy_ha": -0.403,
  "multiplicity": 1,
  "molar_mass_g_mol": 205.31,
  "homo_lumo_gap_ha": 0.303,
  "de_lowest_kcal_mol": 4.26,
  "charge": 1,
  "energy_ev": -26368.9341,
  "symbols": ["C", "C", "C", "C", "C", "C", "C", "N", "N", "N", "N", "O", "S", "H", "H", "H", "H", "H", "H", "H", "H", "H", "H", "H", "H", "H", "H", "H", "H", "H"],
  "coordinates": [[-2.629115, -0.601762, 0.580442], [2.716405, 1.722515, -1.689965], [2.271598, 0.300749, -1.421933], [2.459840, 2.013412, -0.179924], [1.947228, 0.469194, -0.118647], [2.367265, -0.038445, 2.409938], [-1.051615, -0.565224, -1.266796], [-2.380121, -0.341759, -0.728380], [-3.867908, -0.198475, 1.065016], [-1.732640, -1.189862, 1.274683], [-2.101620, -1.649128, 2.548060], [-0.579278, -1.907979, -1.265059], [1.420901, -0.709704, 1.065868], [3.773678, 1.766237, -2.035297], [2.178005, 2.315832, -2.414557], [2.462864, -0.671582, -1.998432], [-0.936661, -1.621615, 0.775096], [3.359012, 2.210765, 0.327730], [1.604365, 2.616200, 0.091487], [2.470345, -0.793202, 3.174415], [1.837232, 0.870827, 2.811192], [3.236258, 0.374227, 1.960641], [-0.946088, -0.017494, -2.206222], [-0.371962, -0.109838, -0.517659], [-2.933505, 0.398354, -1.164341], [-4.651363, -0.047282, 0.417451], [-1.262031, -2.529417, -1.617709], [-4.106187, -0.681138, 2.005377], [-1.997354, -1.006840, 3.352004], [-1.647429, -2.567932, 2.656449]],
  "forces_ev_per_a": [[-3.72, 1.88, -2.37], [0.79, -0.62, -0.07], [0.38, -1.61, -0.08], [-2.26, -2.26, -0.51], [1.58, 1.07, -1.85], [-1.55, 1.63, 0.82], [1.40, 0.67, 1.27], [-0.50, -0.09, -0.18], [1.03, -1.78, 1.98], [0.87, -1.00, 1.61], [0.11, -1.11, 0.31], [-1.67, -0.28, -0.32], [0.20, 0.14, -0.54], [-0.48, 0.08, 0.58], [-0.54, 0.09, -0.03], [-0.75, 1.60, 0.66], [-0.23, 0.50, 0.58], [0.87, 0.34, 0.99], [0.30, 0.87, -0.07], [0.48, 0.01, 0.16], [0.35, -1.03, -0.04], [1.26, -0.31, 0.15], [-0.16, -0.46, -0.07], [-0.15, 0.09, -0.89], [0.23, -0.59, 0.21], [0.84, -0.21, 0.42], [0.74, 0.73, 0.06], [0.40, 1.15, -2.25], [0.68, -0.38, -1.06], [-0.49, 0.87, 0.53]],
  "nbo_charge": [0.6695, -0.4317, -0.2000, -0.3936, -0.2200, -0.7363, 0.0533, -0.6028, -0.8018, -0.4083, -0.6787, -0.7124, 0.2230, 0.2211, 0.2187, 0.2231, 0.4611, 0.2197, 0.2091, 0.2418, 0.2183, 0.2358, 0.2067, 0.2001, 0.4266, 0.4288, 0.4907, 0.4409, 0.4002, 0.3971]
}